Record 1
{"formula": "C6H8", "method": "ωB97M-V/def2-TZVPD", "symbols": ["C", "C", "C", "C", "C", "C", "H", "H", "H", "H", "H", "H", "H", "H"], "coordinates": [[-0.7494, 0.3386, -2.3303], [-0.8848, 0.6966, -1.1859], [-0.8583, 0.8372, 0.2171], [0.4313, 1.0838, 0.9214], [0.0187, -0.3322, 0.8769], [0.7734, -1.3423, 0.0685], [-0.6255, 0.2867, -3.3706], [-1.7922, 1.1179, 0.7002], [1.2846, 1.3721, 0.3205], [0.3456, 1.6076, 1.8588], [-0.4733, -0.7700, 1.7380], [1.3270, -0.9591, -0.7910], [0.1914, -2.2319, -0.2098], [1.4960, -1.5933, 0.8602]], "nbo_charge": [-0.28, 0.02, -0.34, -0.40, -0.17, -0.62, 0.23, 0.24, 0.22, 0.22, 0.22, 0.22, 0.22, 0.22], "smiles": "C#C[C@@H]1C[C@@H]1C", "total_charge": 0, "homo_ev": -8.8540, "orbital_gap_ev": 10.0}

---

Record 2
{"formula": "C3H12N2O2", "method": "ωB97M-V/def2-TZVPD", "symbols": ["C", "C", "C", "N", "N", "H", "H", "H", "H", "H", "H", "H", "H", "H", "H", "O", "H", "H", "O"], "coordinates": [[0.5327, 1.7006, 1.8071], [-0.1829, 0.4987, 1.3741], [0.3814, -0.7585, 1.4919], [0.0606, -1.8634, 0.7305], [-1.2107, 0.6217, 0.3780], [-0.1723, 2.5337, 2.0241], [1.1288, 1.4845, 2.6840], [1.2879, 2.0486, 1.1257], [1.1767, -0.9301, 2.2283], [0.4240, -1.8953, -0.2707], [-0.1487, -2.7573, 1.1531], [-2.1026, 0.9921, 0.6988], [-1.3923, -0.3736, 0.2422], [0.3847, -1.4726, -2.2453], [-0.9276, -2.0270, -2.6879], [-0.0770, -2.3217, -2.3334], [0.4263, 1.5559, -1.5121], [-0.0005, 2.8106, -1.9933], [0.5470, 2.0809, -2.3202]], "nbo_charge": [-0.70, 0.31, 0.09, -0.76, -0.71, 0.26, 0.26, 0.29, 0.24, 0.46, 0.44, 0.42, 0.39, 0.46, 0.49, -0.93, 0.44, 0.47, -0.91], "total_charge": 1, "multiplicity": 2, "homo_ev": [-14.7272, -14.7930], "orbital_gap_ev": [10.6, 7.1]}

---

Record 3
{"formula": "C3H5IS", "method": "ωB97M-V/def2-TZVPD", "symbols": ["C", "C", "H", "H", "S", "C", "I", "H", "H", "H"], "coordinates": [[-1.4231, 1.4560, 1.5057], [-1.3880, 0.5150, 2.3252], [-1.7253, 2.1645, 0.8525], [-1.4678, -0.2378, 2.9925], [0.5924, -1.8912, -0.5022], [0.6875, -0.2678, -1.5759], [2.1008, 1.1915, -0.9485], [1.9282, -2.4702, -0.6825], [-0.3503, 0.1185, -1.4099], [1.0457, -0.5785, -2.5568]], "nbo_charge": [-0.23, -0.20, 0.22, 0.22, -0.08, -0.65, 0.11, 0.15, 0.24, 0.23], "smiles": "C#C.SCI", "total_charge": 0, "homo_ev": -9.2081, "orbital_gap_ev": 9.5}

---

Record 4
{"formula": "C22H32BLiN10S", "method": "ωB97M-V/def2-TZVPD", "symbols": ["Li", "C", "C", "C", "C", "N", "N", "B", "N", "C", "C", "C", "C", "N", "N", "C", "C", "C", "C", "N", "N", "C", "C", "C", "C", "N", "H", "H", "H", "H", "H", "H", "H", "H", "H", "H", "H", "H", "H", "H", "H", "H", "H", "H", "H", "H", "C", "S", "C", "H", "H", "H", "H", "H", "H", "C", "C", "N", "C", "C", "N", "H", "H", "H", "H", "H", "H"], "coordinates": [[-1.1558, 0.8590, 0.2003], [0.4149, 2.0570, 3.3239], [0.7847, 0.7544, 2.6879], [1.8240, -0.1258, 3.0501], [1.7115, -1.1817, 2.1733], [0.6702, -0.9344, 1.3560], [0.1047, 0.2597, 1.6585], [0.2297, -1.7549, 0.1087], [-1.3033, -1.9237, 0.0626], [-1.9948, -3.0585, -0.1916], [-3.3312, -2.7826, -0.0570], [-3.3855, -1.4170, 0.2839], [-4.5954, -0.5909, 0.5796], [-2.1633, -0.9068, 0.3417], [0.7057, -0.8991, -1.1186], [1.7267, -1.0473, -1.9553], [1.7914, 0.1011, -2.7437], [0.6700, 0.8915, -2.3312], [0.1992, 2.1994, -2.8774], [0.0461, 0.2839, -1.3472], [0.8851, -3.1218, 0.1683], [0.6794, -4.0195, 1.1659], [1.4129, -5.1372, 0.8753], [2.0590, -4.8403, -0.3461], [2.9880, -5.7102, -1.1334], [1.7365, -3.6281, -0.7627], [0.9780, 2.2045, 4.2429], [0.6282, 2.8944, 2.6573], [-0.6496, 2.0829, 3.5573], [2.5301, -0.0165, 3.8572], [2.2978, -2.0824, 2.0894], [-1.4951, -3.9786, -0.4460], [-4.1574, -3.4655, -0.1688], [-5.2612, -1.1242, 1.2579], [-4.3076, 0.3504, 1.0481], [-5.1594, -0.3785, -0.3302], [2.3306, -1.9403, -1.9300], [2.4920, 0.3181, -3.5342], [0.8164, 2.5093, -3.7179], [-0.8334, 2.1118, -3.2163], [0.2260, 2.9773, -2.1117], [0.0243, -3.7938, 1.9932], [1.4789, -6.0488, 1.4467], [3.0743, -6.6904, -0.6697], [2.6246, -5.8370, -2.1531], [3.9832, -5.2685, -1.1913], [4.3779, 1.1117, -0.1616], [2.6015, 1.1729, -0.3797], [2.3187, 2.9182, -0.1029], [4.8649, 1.7815, -0.8707], [4.6960, 0.0859, -0.3332], [4.6137, 1.4092, 0.8605], [2.6827, 3.1787, 0.8919], [1.2448, 3.0874, -0.1674], [2.8436, 3.5072, -0.8558], [-3.6944, 2.1827, -1.4370], [-2.9480, 3.1354, -0.5635], [-1.8778, 2.8642, 0.1587], [-1.5228, 4.0482, 0.7788], [-2.3892, 5.0325, 0.4325], [-3.2904, 4.4370, -0.4198], [-3.1766, 1.2248, -1.4590], [-3.7745, 2.5692, -2.4543], [-4.7048, 2.0199, -1.0608], [-0.6797, 4.1179, 1.4439], [-2.4496, 6.0697, 0.7112], [-4.0674, 4.8956, -0.8644]], "nbo_charge": [0.83, -0.64, 0.16, -0.35, -0.01, -0.35, -0.38, 0.94, -0.37, 0.00, -0.34, 0.16, -0.64, -0.37, -0.28, 0.00, -0.24, 0.20, -0.66, -0.36, -0.39, -0.03, -0.34, 0.15, -0.64, -0.32, 0.23, 0.20, 0.24, 0.23, 0.24, 0.23, 0.24, 0.24, 0.22, 0.22, 0.29, 0.25, 0.24, 0.25, 0.23, 0.23, 0.24, 0.23, 0.23, 0.22, -0.78, 0.61, -0.79, 0.24, 0.26, 0.25, 0.25, 0.25, 0.24, -0.66, 0.38, -0.56, -0.11, -0.08, -0.51, 0.24, 0.23, 0.24, 0.21, 0.23, 0.43], "total_charge": 1, "multiplicity": 2, "homo_ev": [-11.1763, -11.1976], "orbital_gap_ev": [9.1, 5.5]}

---

Record 5
{"formula": "C2H4ClN3", "method": "ωB97M-V/def2-TZVPD", "symbols": ["Cl", "N", "C", "C", "N", "N", "H", "H", "H", "H"], "coordinates": [[-2.7674, 0.8082, -0.0276], [-1.1803, 0.0992, -0.0836], [0.1636, 0.7422, 0.0651], [0.9682, -0.4562, -0.1187], [0.0370, -1.5945, -0.0200], [-1.1232, -1.1965, 0.0687], [0.3846, 1.2672, 1.0751], [0.3350, 1.6437, -0.6846], [1.5609, -0.6281, -0.9704], [1.6217, -0.6853, 0.6961]], "nbo_charge": [0.16, -0.27, -0.27, -0.34, -0.19, 0.03, 0.20, 0.23, 0.23, 0.23], "smiles": "ClN1CCN=N1", "total_charge": 0, "homo_ev": -9.0057, "orbital_gap_ev": 9.5}

---

Record 6
{"formula": "C4H9NO2", "method": "ωB97M-V/def2-TZVPD", "symbols": ["O", "C", "C", "C", "N", "C", "O", "H", "H", "H", "H", "H", "H", "H", "H", "H"], "coordinates": [[1.4130, -3.0125, 1.4863], [1.3918, -2.0650, 0.5165], [0.0507, -1.2806, 0.2997], [0.3147, 0.1855, -0.0892], [-0.8007, 0.9300, -0.6579], [-1.3921, 2.2687, -0.2268], [-2.5444, 2.4959, -0.8336], [2.1528, -1.2576, 0.6512], [1.6552, -2.4104, -0.5156], [-0.4636, -1.7014, -0.5795], [-0.6706, -1.2650, 1.1154], [0.6578, 0.7126, 0.8111], [1.1616, 0.2169, -0.7956], [-0.8327, 0.9576, -1.6569], [-1.4283, 2.1418, 0.8947], [-0.6651, 3.0834, -0.4200]], "nbo_charge": [-0.99, -0.01, -0.43, -0.21, -0.71, 0.16, -0.96, 0.05, 0.05, 0.16, 0.18, 0.16, 0.14, 0.33, 0.04, 0.03], "smiles": "[O-]CCCNC[O-]", "total_charge": -2, "homo_ev": 0.5664, "orbital_gap_ev": 6.6}

---

Record 7
{"formula": "C33H36AsN5OPZn", "method": "ωB97M-V/def2-TZVPD", "symbols": ["Zn", "N", "C", "C", "C", "N", "H", "H", "H", "H", "H", "H", "H", "H", "H", "H", "N", "C", "O", "C", "C", "N", "C", "N", "H", "H", "C", "C", "As", "C", "C", "C", "C", "C", "C", "C", "C", "C", "C", "C", "C", "P", "C", "C", "C", "C", "C", "C", "C", "C", "C", "C", "C", "C", "H", "H", "H", "H", "H", "H", "H", "H", "H", "H", "H", "H", "H", "H", "H", "H", "H", "H", "H", "H", "H", "H", "H", "H"], "coordinates": [[2.2697, 1.0430, -1.5285], [3.1359, 2.8342, -0.7082], [2.4218, 4.1081, -0.9235], [2.2150, 4.4168, -2.3968], [1.2132, 3.5280, -3.1150], [1.6993, 2.1378, -3.2459], [3.2124, 2.6369, 0.2876], [4.0966, 2.8945, -1.0362], [2.9517, 4.9298, -0.4361], [1.4519, 4.0217, -0.4266], [3.1756, 4.4021, -2.9241], [1.8601, 5.4463, -2.4749], [0.9875, 3.9420, -4.0997], [0.2746, 3.4973, -2.5564], [2.5253, 2.1083, -3.8403], [1.0256, 1.5452, -3.7236], [5.3274, -1.2750, 0.3865], [4.4472, -0.9022, -0.5559], [3.9326, 0.2557, -0.4929], [4.1016, -1.8305, -1.5844], [4.6093, -3.1496, -1.6076], [5.0491, -4.2106, -1.5195], [3.1885, -1.2951, -2.4897], [2.4462, -0.5780, -3.0299], [5.8150, -2.1534, 0.3234], [5.6380, -0.5830, 1.0455], [-1.0725, 1.0347, 0.1659], [-1.8673, 0.2239, -0.8477], [-3.8060, 0.4643, -0.5730], [-3.7976, -0.3043, 1.2159], [-3.3279, -1.5925, 1.4713], [-3.2747, -2.0678, 2.7720], [-3.6893, -1.2622, 3.8273], [-4.1583, 0.0173, 3.5811], [-4.2134, 0.4946, 2.2743], [-4.3923, -1.0988, -1.5786], [-3.7085, -1.5421, -2.7060], [-4.1809, -2.6270, -3.4356], [-5.3412, -3.2752, -3.0437], [-6.0313, -2.8334, -1.9227], [-5.5624, -1.7497, -1.1960], [0.6719, 0.5123, 0.2148], [1.3954, 1.3456, 1.6609], [0.9296, 2.6062, 2.0385], [1.5480, 3.3134, 3.0608], [2.6410, 2.7677, 3.7183], [3.1074, 1.5118, 3.3532], [2.4933, 0.8058, 2.3301], [0.6244, -1.2466, 0.6193], [0.4082, -1.6739, 1.9290], [0.2862, -3.0250, 2.2090], [0.3632, -3.9563, 1.1816], [0.5566, -3.5363, -0.1261], [0.6881, -2.1845, -0.4087], [-1.4525, 0.9104, 1.1858], [-1.1186, 2.0992, -0.0768], [-1.6623, -0.8447, -0.7594], [-1.6196, 0.5326, -1.8663], [-3.0134, -2.2337, 0.6552], [-2.9173, -3.0713, 2.9642], [-3.6559, -1.6385, 4.8414], [-4.4902, 0.6444, 4.3979], [-4.5860, 1.4945, 2.0834], [-2.8010, -1.0507, -3.0349], [-3.6400, -2.9630, -4.3106], [-5.7093, -4.1197, -3.6102], [-6.9390, -3.3344, -1.6131], [-6.1109, -1.4228, -0.3199], [0.0686, 3.0492, 1.5539], [1.1660, 4.2832, 3.3492], [3.1216, 3.3130, 4.5189], [3.9507, 1.0748, 3.8708], [2.8737, -0.1683, 2.0492], [0.3264, -0.9557, 2.7359], [0.1264, -3.3476, 3.2289], [0.2712, -5.0110, 1.4029], [0.6110, -4.2628, -0.9255], [0.8394, -1.8697, -1.4330]], "mulliken_charge": [0.75, -0.52, -0.37, -0.86, -0.53, -0.61, 0.15, 0.34, 0.42, 0.23, 0.33, 0.40, 0.42, 0.29, 0.31, 0.35, -0.40, 1.12, -0.57, 0.09, -0.23, -0.48, 0.44, -0.85, 0.19, 0.28, -1.19, -0.98, 0.28, -0.07, 0.18, -0.76, -0.52, -0.59, -0.36, 0.29, -0.10, -0.71, -0.44, -0.61, -0.37, 1.06, -0.07, -0.21, -0.80, -0.57, -0.93, -0.05, 0.24, -0.41, -0.89, -0.64, -1.05, -0.59, 0.68, 0.49, 0.40, 0.70, 0.39, 0.48, 0.42, 0.44, 0.37, 0.30, 0.39, 0.39, 0.38, 0.40, 0.37, 0.47, 0.42, 0.44, 0.58, 0.52, 0.50, 0.45, 0.53, 0.64], "total_charge": 1, "homo_ev": -10.6414, "orbital_gap_ev": 8.3}

---

Record 8
{"formula": "C5H15NO", "method": "ωB97M-V/def2-TZVPD", "symbols": ["C", "C", "C", "C", "C", "N", "H", "H", "H", "H", "H", "H", "H", "H", "H", "H", "H", "H", "H", "O", "H", "H"], "coordinates": [[-2.9455, 0.1240, 0.4318], [-1.7745, 0.3410, -0.6290], [-1.8447, 1.8451, -0.8201], [-0.4147, -0.0346, 0.0250], [0.6035, -0.5302, -1.0288], [0.9047, -1.9717, -0.9907], [-3.8346, 0.6330, 0.0090], [-2.6726, 0.7330, 1.2846], [-3.1205, -0.9534, 0.5300], [-1.9937, -0.2623, -1.5133], [-2.8123, 2.2922, -1.0466], [-1.1722, 2.2047, -1.6133], [-1.5546, 2.3643, 0.0920], [-0.5593, -0.8580, 0.7234], [-0.0638, 0.8644, 0.5678], [1.5305, 0.0472, -0.8037], [0.2750, -0.0973, -1.9662], [0.9837, -2.2257, -1.9744], [1.8585, -2.1132, -0.6782], [6.4009, -0.6128, 3.3916], [6.5415, -1.5149, 3.1197], [5.6648, -0.2748, 2.8893]], "nbo_charge": [-0.60, -0.21, -0.61, -0.41, -0.23, -0.83, 0.20, 0.20, 0.21, 0.20, 0.21, 0.20, 0.20, 0.22, 0.20, 0.17, 0.19, 0.35, 0.35, -0.94, 0.47, 0.47], "smiles": "CC(C)CCN.O", "total_charge": 0, "homo_ev": -9.5476, "orbital_gap_ev": 10.1}